(1)
Here is a single C19H14F2N2O molecule from OMol25. Energies are from ωB97M-V/def2-TZVPD.

XYZ file:
```
38
Properties=species:S:1:pos:R:3:forces:R:3:mulliken_charge:R:1
C -0.85508 -1.06422 -1.41328 0.03 -0.14 0.01 -2.0441
C 0.20432 -0.22909 -0.78028 0.39 0.14 0.02 2.0347
C 0.04364 1.02669 -0.13843 0.68 0.09 0.03 0.0931
C -1.15916 1.76746 0.18369 -0.15 -0.11 -0.02 0.2994
O -1.16327 2.95015 0.47274 -0.03 0.06 -0.02 -0.6746
C -2.42984 0.96926 0.24218 -0.26 0.35 0.04 -0.0123
C -2.52095 -0.13281 1.08735 -0.18 0.18 -0.20 -0.0711
C -3.70797 -0.82632 1.23100 -0.20 -0.10 0.03 -0.7576
C -4.81474 -0.40857 0.51262 0.23 0.08 -0.01 0.4588
F -5.97379 -1.08068 0.64029 0.10 0.07 -0.02 -0.3257
C -4.76869 0.67829 -0.34048 0.00 0.02 0.01 -0.7310
C -3.57010 1.36053 -0.45164 0.08 -0.25 0.16 0.7841
F -3.51145 2.39985 -1.29930 0.01 -0.07 0.10 -0.3223
C 1.33188 1.47293 0.20719 -0.57 -0.11 -0.02 -0.4324
C 1.79692 2.62510 0.85160 0.44 0.30 0.20 -0.7258
C 3.13750 2.77291 1.07859 -0.37 0.01 -0.04 -0.4512
C 4.03097 1.76406 0.66463 0.01 -0.28 -0.13 -0.8056
C 3.56393 0.64450 0.04765 0.68 0.21 0.17 -0.0090
N 2.23443 0.49589 -0.18022 -0.28 0.50 0.20 0.1612
C 1.55401 -0.52538 -0.78787 -0.53 -0.62 -0.55 -0.4960
C 2.23540 -1.76998 -1.24913 -0.01 0.23 0.18 -1.2886
C 2.48599 -2.72784 -0.06420 0.59 0.05 -0.44 -0.3211
C 1.25180 -2.99091 0.63179 -0.06 -0.12 0.17 0.3079
N 0.26411 -3.17656 1.17577 -0.56 -0.11 0.29 -0.4654
H -0.45233 -1.60333 -2.26877 -0.02 -0.06 -0.07 0.5600
H -1.24431 -1.79523 -0.70561 -0.09 -0.05 -0.03 0.2808
H -1.67953 -0.44504 -1.75457 -0.04 -0.06 -0.07 0.3870
H -1.64790 -0.44506 1.63950 0.12 -0.06 0.04 0.4531
H -3.78200 -1.67928 1.88565 -0.03 -0.09 0.07 0.4718
H -5.63694 0.99121 -0.89701 -0.08 0.02 -0.06 0.4998
H 1.07307 3.36928 1.14002 -0.04 0.04 0.00 0.5312
H 3.52056 3.65361 1.56804 0.00 0.10 0.06 0.4365
H 5.08946 1.87329 0.83678 0.09 -0.07 -0.03 0.3926
H 4.21887 -0.14588 -0.28454 -0.04 -0.07 -0.03 0.3312
H 1.60230 -2.27132 -1.98234 0.08 0.05 0.01 0.3224
H 3.18967 -1.54044 -1.72983 -0.03 -0.10 -0.05 0.4221
H 3.18685 -2.28210 0.64800 0.00 -0.09 -0.07 0.2790
H 2.90237 -3.67495 -0.41757 0.06 0.07 0.09 0.4272
```
Positions in Å, forces in eV/Å.

Output
Calculated total energy = -1116.91466 a.u.
Frontier orbital gap = 8.10 eV
Total charge = 0
Molecular weight = 324.3 g mol⁻¹


(2)
Here is a molecular structure, C19H14F6FeN6O7PSTe4 from OMol25. Energies are from ωB97M-V/def2-TZVPD.

XYZ file:
```
59
Properties=species:S:1:pos:R:3:forces:R:3:mulliken_charge:R:1
Fe 0.80039 0.26703 -0.34696 0.40 -0.13 0.23 0.0432
Te 3.28843 1.42046 -0.43071 -0.11 -0.40 0.33 -0.1808
Te 5.89506 3.92687 -0.84878 -0.14 0.15 -0.18 -0.2503
Te 4.12093 4.66176 -2.56661 -0.17 -0.48 0.19 0.0895
Te 2.20961 2.74705 -2.32832 0.23 0.67 -0.28 0.2833
F -1.00571 -0.72446 -0.39514 0.09 0.28 -0.17 -0.4113
P -2.42648 -0.79593 0.56081 -0.13 -0.32 0.05 1.3401
F -2.86466 -2.03872 -0.35253 0.02 0.04 0.03 -0.4228
F -3.71751 -0.91265 1.47078 0.05 0.02 0.02 -0.3375
F -3.10610 0.22928 -0.44374 0.04 0.02 0.02 -0.3574
F -1.81799 0.40164 1.43747 -0.04 0.08 0.05 -0.3947
F -1.60653 -1.85282 1.52785 -0.07 0.11 -0.03 -0.4839
O -0.72764 -5.25472 3.53337 0.01 0.00 -0.01 -0.5276
C -1.18768 -5.57436 2.22451 -0.02 0.00 -0.01 -0.5955
N -0.57995 -4.68079 1.29333 -0.03 0.00 0.11 -0.0236
C 0.56872 -5.01066 0.64894 0.05 -0.01 -0.02 0.4162
O 1.08211 -6.11451 0.69919 -0.03 0.01 -0.01 -0.6806
C 1.17217 -3.92426 -0.19138 -0.01 0.06 0.03 -0.0119
C 1.92722 -4.26108 -1.30775 0.02 -0.05 -0.01 -0.4462
C 2.44499 -3.25182 -2.09420 0.00 0.04 -0.02 -1.2223
C 2.19986 -1.93389 -1.74242 0.05 -0.02 0.00 -0.4661
N 1.49170 -1.60528 -0.66037 -0.05 0.06 0.12 0.8332
C 0.99914 -2.58670 0.10405 0.00 -0.07 -0.04 -0.2179
H -1.05863 -5.92243 4.14193 0.00 0.00 0.00 0.2953
H -2.27167 -5.45393 2.15999 0.00 0.01 0.02 0.3677
H -0.90115 -6.59025 1.95264 -0.01 0.00 -0.02 0.3723
H -0.97438 -3.75286 1.21174 0.02 -0.04 -0.05 0.2160
H 2.07983 -5.30692 -1.54000 0.00 0.00 0.00 0.4961
H 3.00024 -3.45463 -2.99866 0.01 0.01 0.01 0.4610
H 2.54592 -1.11909 -2.35875 0.02 -0.01 0.01 0.7561
H 0.42499 -2.27377 0.96327 0.04 -0.06 -0.01 0.5077
O 0.97054 0.10578 2.62463 0.08 -0.02 -0.13 -0.2681
C 0.90290 0.14441 1.49856 -0.06 0.04 0.23 0.3622
O -3.78188 3.92910 1.43868 0.00 0.00 -0.02 -0.6706
S -2.59892 4.41525 0.79069 0.01 0.04 0.06 1.2138
O -2.67710 5.66522 0.08339 0.00 -0.04 0.00 -0.7040
N -1.92774 3.26242 -0.15412 0.10 -0.03 -0.03 -0.5396
C -0.75225 2.90119 0.28619 -0.21 0.19 0.12 -0.0149
O -0.01187 2.06737 -0.31551 0.01 -0.03 -0.16 0.6983
C -0.29024 3.61487 1.52537 -0.03 -0.02 0.01 0.5549
C 0.91319 3.51304 2.19763 0.03 -0.02 0.01 0.1908
C 1.10779 4.30434 3.32412 -0.01 0.00 -0.01 -0.9762
C 0.11783 5.18034 3.75859 0.00 -0.01 0.00 -0.4464
C -1.08470 5.29600 3.06880 -0.02 0.00 -0.01 -0.5787
C -1.25627 4.50142 1.95587 0.01 -0.01 -0.02 -0.2627
H 1.69052 2.84748 1.84491 0.00 0.00 0.00 0.0599
H 2.04194 4.24178 3.86753 0.00 0.00 0.00 0.4047
H 0.29024 5.78582 4.63936 0.00 0.00 0.00 0.3813
H -1.85493 5.98520 3.38841 0.00 0.00 0.00 0.4273
N -1.31387 1.18558 -2.82498 -0.13 -0.12 0.12 -0.0536
C -0.19872 0.51768 -3.13273 0.09 -0.06 -0.15 0.7695
O 0.78034 0.45367 -2.29128 -0.18 -0.07 -0.34 0.1290
C -0.01887 -0.05103 -4.41321 0.00 0.04 0.13 0.4036
C -1.02236 0.05711 -5.40189 0.06 0.05 -0.12 -0.2939
N -1.85001 0.18396 -6.19746 -0.04 -0.03 0.06 -0.6112
C 1.19980 -0.70806 -4.69616 0.02 -0.05 -0.05 0.0859
N 2.20399 -1.24230 -4.90309 -0.04 0.03 0.00 -0.7339
H -2.12541 1.09288 -3.41374 0.03 0.03 -0.03 0.2417
H -1.45918 1.49193 -1.87213 0.03 0.07 0.01 -0.2165
```
Positions in Å, forces in eV/Å.

Output
Calculated total energy = -5262.60382 a.u.
Frontier orbital gap (alpha / beta) = 4.56 / 4.56 eV
Total charge = -1
Molecular weight = 1181.6 g mol⁻¹


(3)
Here is a gas-phase ion, C19H14N5O12 (charge -1) in a non-equilibrium geometry from OMol25. Energies are from ωB97M-V/def2-TZVPD.

XYZ file:
```
50
Properties=species:S:1:pos:R:3:forces:R:3:mulliken_charge:R:1
C -0.45410 -3.88234 -1.26522 0.10 0.07 -0.05 -1.0369
C 0.37146 -3.16830 -2.32600 0.82 0.72 -0.21 1.5135
C 0.64737 -3.96233 -3.58772 -0.30 0.31 0.09 -1.6710
O -0.26046 -1.93706 -2.72798 -0.10 -0.21 0.53 -0.2943
C -0.26367 -0.90248 -1.82859 -1.11 0.29 -0.10 -0.3373
O -1.26585 -0.24805 -1.64133 1.30 -1.05 -0.34 -0.5337
C 1.09252 -0.56804 -1.21120 -1.01 -1.57 0.80 3.4970
C 0.85439 -0.03981 0.21412 0.03 0.19 -0.12 -1.8505
C 0.20250 -1.03497 1.15283 -0.21 0.14 0.90 -0.2884
C 0.99115 -1.79295 2.04028 -0.09 -0.14 -0.31 -0.1149
C 0.42397 -2.49261 3.09706 -0.74 -0.02 0.05 -0.8954
C -0.97495 -2.45659 3.26885 0.98 1.13 -1.41 -0.0644
N -1.54085 -2.92239 4.48703 -1.31 -1.22 2.48 0.9377
O -2.77748 -2.79863 4.65150 2.24 -0.28 -0.26 -0.6001
O -0.78209 -3.41649 5.35279 -1.39 0.87 -1.60 -0.6005
C -1.79317 -1.78677 2.33938 0.35 -0.28 0.44 -0.8324
C -1.20018 -1.07359 1.30649 0.29 -0.24 -0.19 0.2258
C 1.98813 -1.79847 -1.08637 1.14 -0.58 1.17 -0.8484
O 2.96589 -1.79437 -0.35224 -1.49 -0.10 -1.19 -0.5916
O 1.70273 -2.90216 -1.79723 -0.46 -0.03 0.40 -0.2357
H -0.57359 -3.25302 -0.37252 0.01 -0.15 -0.21 -0.0334
H -1.44179 -4.12041 -1.67425 0.17 0.07 0.09 0.3600
H 0.05586 -4.80959 -0.97771 -0.12 0.22 -0.06 0.3639
H 1.24935 -3.32583 -4.23946 -0.01 -0.16 0.03 0.4118
H 1.20330 -4.86602 -3.32942 -0.11 0.09 -0.06 0.3344
H -0.29549 -4.21035 -4.08249 0.13 -0.06 0.07 0.3721
H 1.83174 0.26661 0.60960 -0.30 -0.03 0.00 0.8139
H 0.19931 0.83850 0.13271 0.24 -0.25 0.10 0.7323
H 2.06964 -1.84181 1.88330 -0.29 0.19 0.13 0.4958
H 1.03528 -3.03621 3.81349 -0.15 0.18 -0.17 0.4462
H -2.87229 -1.79846 2.47546 0.30 0.07 -0.01 0.4530
H -1.83111 -0.54648 0.59306 0.18 0.02 0.24 0.4696
O 4.76519 4.01615 0.24239 -0.26 -1.34 -1.01 -0.6307
N 4.99355 2.97373 -0.39472 0.61 -0.37 0.04 0.9330
O 6.15040 2.50240 -0.50579 -1.27 0.63 0.18 -0.6709
C 3.93096 2.21661 -1.04410 0.82 -0.27 0.50 -1.0364
C 4.25301 0.99646 -1.67718 -0.33 0.60 0.23 -0.4961
C 3.27599 0.23698 -2.28802 -0.28 -0.32 -0.76 -1.3162
N 3.61802 -0.75564 -3.25344 0.75 -0.09 -0.11 1.3254
O 4.80701 -1.09574 -3.40934 -1.30 0.34 0.12 -0.7604
O 2.68188 -1.22417 -3.94188 0.86 0.09 0.51 -0.6990
C 1.76956 0.42305 -2.13884 0.91 1.92 -1.71 0.9244
C 1.60444 1.83985 -1.71927 -2.70 1.14 0.10 -1.2313
N 0.42110 2.56377 -1.77264 3.20 -0.41 0.56 1.0052
O -0.67682 2.39062 -2.26149 0.11 0.17 0.20 -0.7833
O 0.72489 3.80132 -1.11188 -0.98 -0.29 -0.64 -0.2379
N 2.03296 3.87191 -0.73192 0.91 -3.06 -0.94 -0.6597
C 2.56049 2.65063 -1.11341 0.00 3.21 1.27 1.4691
H 5.29379 0.66721 -1.69546 -0.39 0.21 -0.22 0.6078
H 1.30713 0.37473 -3.14492 0.24 -0.38 0.45 0.6590
```
Positions in Å, forces in eV/Å.

Output
Calculated total energy = -1908.79470 a.u.
Frontier orbital gap = 5.83 eV
Total charge = -1
Molecular weight = 504.3 g mol⁻¹


The highest total charge belongs to which entry?
C19H14F2N2O


total charge of number 1 (C19H14F2N2O)?
0


Look up the calculated total energy of the second one.
-5262.60382 a.u.